Molecular formula: C29H31CrN9O3S
Method: DFT, ωB97M-V/def2-TZVPD

Total charge ... +3
E_tot ... -3284.2045 a.u.
LUMO level (alpha / beta) ... -9.090 / -8.656 eV
Spin multiplicity ... 4
⟨S²⟩ ... 3.78

```
74
C29H31CrN9O3S ωB97M-V/def2-TZVPD
Cr -1.43 -1.23 0.13
N -3.23 -0.88 -1.03
C -3.54 -2.11 -1.84
C -4.99 -2.55 -1.45
C -5.40 -3.96 -1.95
C -5.66 -4.12 -3.46
N -4.57 -4.72 -4.20
C -4.77 -5.48 -5.27
N -3.81 -6.24 -5.81
N -6.00 -5.57 -5.81
C -2.48 -3.14 -1.62
O -2.37 -4.08 -2.39
O -1.66 -2.92 -0.59
H -4.06 -0.58 -0.51
H -3.01 -0.12 -1.66
H -3.46 -1.92 -2.89
H -5.65 -1.80 -1.89
H -5.09 -2.52 -0.37
H -6.32 -4.27 -1.46
H -4.62 -4.68 -1.66
H -5.96 -3.13 -3.89
H -6.52 -4.76 -3.59
H -3.64 -4.64 -3.75
H -2.95 -6.53 -5.33
H -3.99 -6.62 -6.72
H -6.67 -4.84 -5.67
H -6.20 -6.27 -6.52
C 8.22 8.04 3.25
O 8.32 6.65 2.99
C 7.26 5.93 2.62
C 6.04 6.42 2.15
C 5.04 5.58 1.73
C 5.20 4.15 1.85
C 6.47 3.68 2.32
C 7.48 4.53 2.65
C 4.13 3.19 1.53
N 2.92 3.56 1.17
C 2.23 2.42 1.02
C 3.00 1.27 1.27
N 4.24 1.82 1.56
C 2.51 -0.02 1.09
C 3.21 -1.20 1.35
C 2.60 -2.43 1.15
C 1.25 -2.48 0.83
N 0.54 -1.37 0.62
C 1.15 -0.16 0.74
C 0.39 1.01 0.45
N -0.94 0.80 0.21
C -1.72 1.82 -0.05
C -1.20 3.12 -0.21
C 0.11 3.35 0.10
C 0.93 2.31 0.49
H 9.22 8.31 3.58
H 7.48 8.23 4.05
H 7.97 8.60 2.35
H 5.85 7.47 2.14
H 4.13 6.01 1.37
H 6.67 2.60 2.40
H 8.39 4.15 3.04
H 5.05 1.26 1.75
H 4.27 -1.20 1.62
H 3.14 -3.38 1.22
H 0.72 -3.41 0.66
H -2.78 1.64 -0.17
H -1.88 3.94 -0.43
H 0.55 4.36 0.16
S -3.12 -2.49 3.99
C -2.72 -0.81 4.05
C -2.20 -0.42 2.87
N -2.13 -1.46 1.93
C -2.58 -2.57 2.43
H -2.95 -0.23 4.93
H -1.81 0.55 2.58
H -2.56 -3.47 1.84
```

Molecular formula: C29H31FN3O6S2
Method: DFT, ωB97M-V/def2-TZVPD

Total charge ... -1
E_tot ... -2635.6425 a.u.
Structure (SMILES) ... CCOC(=O)[C@](F)([C@H](c1cc2c3c(c1)CCCN3CCC2)c1c([O-])n(C)c(=S)n(C)c1=O)S(=O)(=O)c1ccccc1
LUMO level ... 2.522 eV
Spin multiplicity ... 1

```
72
C29H31FN3O6S2 ωB97M-V/def2-TZVPD
C 3.42 2.17 3.26
N 3.37 0.98 2.42
C 4.56 0.29 2.32
S 6.01 0.94 2.84
N 4.45 -0.95 1.75
C 5.67 -1.75 1.66
C 3.36 -1.33 0.92
O 3.48 -2.33 0.21
C 2.12 -0.52 0.97
C 0.96 -0.97 0.25
C -0.44 -0.72 0.81
C -1.00 0.53 0.56
C -2.19 0.97 1.12
C -2.95 0.02 1.86
N -4.21 0.34 2.33
C -4.88 1.48 1.74
C -3.94 2.69 1.69
C -2.72 2.35 0.86
C -5.13 -0.70 2.76
C -4.38 -1.66 3.68
C -3.18 -2.25 2.93
C -2.39 -1.24 2.16
C -1.13 -1.58 1.67
C 2.11 0.37 2.14
O 1.11 0.68 2.82
H 2.44 2.63 3.35
H 3.83 1.89 4.23
H 4.17 2.82 2.80
H 5.40 -2.74 1.32
H 6.34 -1.26 0.95
H 6.15 -1.78 2.64
H 1.07 -2.10 0.10
H -0.44 1.19 -0.10
H -5.27 1.29 0.71
H -5.78 1.74 2.34
H -4.45 3.54 1.23
H -3.63 2.98 2.70
H -1.92 3.07 1.03
H -2.94 2.39 -0.21
H -5.99 -0.23 3.27
H -5.51 -1.26 1.88
H -4.08 -1.14 4.60
H -5.08 -2.45 3.98
H -2.54 -2.75 3.67
H -3.55 -3.02 2.23
H -0.70 -2.55 1.91
C -3.40 -0.18 -2.85
C -2.76 -1.29 -2.10
O -1.37 -0.87 -2.01
C -0.49 -1.86 -1.78
C 0.84 -1.20 -1.62
F 1.78 -2.04 -2.21
S 1.00 0.47 -2.82
C 2.59 0.73 -3.89
C 3.29 1.94 -3.82
C 4.30 2.20 -4.77
C 4.63 1.25 -5.74
C 3.93 0.04 -5.79
C 2.91 -0.22 -4.86
O 0.08 0.24 -3.99
O 0.80 1.57 -1.86
O -0.71 -3.05 -1.61
H -4.41 -0.50 -3.16
H -3.51 0.71 -2.20
H -2.82 0.19 -3.73
H -3.21 -1.39 -1.11
H -2.79 -2.23 -2.66
H 3.02 2.68 -3.07
H 4.81 3.16 -4.75
H 5.40 1.46 -6.49
H 4.16 -0.69 -6.56
H 2.36 -1.16 -4.92
```

Molecular formula: C29H32AsF6N2O7S3Ta
Method: DFT, ωB97M-V/def2-TZVPD

Total charge ... +3
E_tot ... -5846.2456 a.u.
LUMO level (alpha / beta) ... -9.674 / -11.392 eV
Spin multiplicity ... 2
⟨S²⟩ ... 0.83

```
81
C29H32AsF6N2O7S3Ta ωB97M-V/def2-TZVPD
Ta -0.97 -0.20 0.12
C 2.66 -1.01 3.29
O 2.02 -0.47 2.11
C 2.74 0.30 1.27
C 3.88 0.98 1.68
C 4.67 1.66 0.76
C 4.32 1.69 -0.59
C 3.19 1.04 -1.00
C 2.37 0.35 -0.09
N 1.25 -0.37 -0.59
N 1.56 -0.91 -1.72
C 0.78 -1.83 -2.35
C -0.31 -2.52 -1.67
O -0.71 -2.06 -0.52
C -0.90 -3.63 -2.24
C -0.51 -4.01 -3.50
C 0.48 -3.32 -4.25
C 0.79 -3.72 -5.55
C 1.75 -3.03 -6.29
C 2.40 -1.94 -5.73
C 2.11 -1.54 -4.42
C 1.14 -2.21 -3.68
H 3.71 -1.21 3.09
H 2.16 -1.94 3.51
H 2.56 -0.32 4.12
H 4.17 0.97 2.73
H 5.55 2.18 1.11
H 4.93 2.24 -1.30
H 2.88 1.08 -2.04
H -1.68 -4.15 -1.70
H -0.98 -4.88 -3.95
H 0.28 -4.58 -5.98
H 1.99 -3.34 -7.30
H 3.14 -1.41 -6.30
H 2.64 -0.70 -3.98
C -1.41 2.74 2.82
S 0.16 2.51 2.01
O -0.15 1.30 1.02
C 0.33 3.95 1.08
C -0.77 4.68 0.61
C -0.52 5.83 -0.11
C 0.80 6.22 -0.36
C 1.87 5.48 0.10
C 1.64 4.32 0.83
H -2.21 2.48 2.14
H -1.46 3.79 3.12
H -1.42 2.10 3.70
H -1.79 4.38 0.81
H -1.35 6.43 -0.46
H 0.98 7.13 -0.92
H 2.89 5.80 -0.09
H 2.47 3.75 1.23
O -0.72 -1.09 1.83
S -0.57 -1.60 3.29
C -0.51 -3.41 3.11
C -1.63 -3.96 4.00
C -2.80 -2.98 3.89
C -2.19 -1.60 4.08
H 0.49 -3.74 3.38
H -0.69 -3.57 2.05
H -1.29 -4.03 5.04
H -1.90 -4.96 3.67
H -3.57 -3.15 4.64
H -3.27 -3.05 2.91
H -1.91 -1.42 5.13
H -2.77 -0.75 3.72
F -3.12 -0.68 -0.86
As -4.16 -0.68 0.61
F -3.05 -1.94 0.99
F -2.77 0.31 1.42
F -4.84 -0.78 2.14
F -4.84 0.78 0.16
F -5.25 -1.71 -0.12
C -2.37 1.98 -3.20
S -1.37 1.63 -1.83
O -0.97 0.13 -1.89
O -0.22 2.47 -1.83
O -2.15 1.58 -0.55
H -2.01 1.37 -4.03
H -2.25 3.04 -3.41
H -3.40 1.73 -2.95
```